{"formula": "C58H141N19O15", "method": "wB97M-V/def2-TZVPD", "lumo_energy_ha": 0.0116, "orbital_gap_ev": 7.99, "total_charge": 0, "largest_force_ev_per_a": 3.839, "spin_multiplicity": 1, "species": ["C", "O", "N", "N", "H", "H", "H", "H", "C", "O", "N", "N", "H", "H", "H", "H", "C", "O", "N", "N", "H", "H", "H", "H", "C", "O", "N", "N", "H", "H", "H", "H", "C", "O", "N", "N", "H", "H", "H", "H", "C", "O", "N", "N", "H", "H", "H", "H", "C", "O", "N", "N", "H", "H", "H", "H", "C", "C", "C", "C", "C", "C", "N", "O", "C", "C", "C", "H", "H", "H", "H", "H", "H", "H", "H", "H", "H", "H", "H", "H", "H", "H", "H", "H", "H", "H", "C", "C", "C", "C", "C", "C", "N", "O", "C", "C", "C", "H", "H", "H", "H", "H", "H", "H", "H", "H", "H", "H", "H", "H", "H", "H", "H", "H", "H", "H", "C", "C", "C", "C", "C", "C", "N", "O", "C", "C", "C", "H", "H", "H", "H", "H", "H", "H", "H", "H", "H", "H", "H", "H", "H", "H", "H", "H", "H", "H", "C", "C", "C", "C", "C", "C", "N", "O", "C", "C", "C", "H", "H", "H", "H", "H", "H", "H", "H", "H", "H", "H", "H", "H", "H", "H", "H", "H", "H", "H", "C", "C", "C", "C", "C", "C", "N", "O", "C", "C", "C", "H", "H", "H", "H", "H", "H", "H", "H", "H", "H", "H", "H", "H", "H", "H", "H", "H", "H", "H", "C", "C", "O", "H", "H", "H", "H", "H", "H", "C", "C", "O", "H", "H", "H", "H", "H", "H", "C", "C", "O", "H", "H", "H", "H", "H", "H"], "xyz": [[4.644, -1.201, 0.779], [4.416, -0.576, 1.811], [5.858, -1.781, 0.582], [3.696, -1.334, -0.206], [6.400, -1.746, 1.429], [6.045, -2.374, -0.232], [3.867, -1.889, -0.992], [2.815, -0.874, -0.101], [-2.452, -0.701, 6.326], [-3.027, -1.774, 6.160], [-2.225, 0.271, 5.427], [-1.968, -0.392, 7.597], [-1.645, 1.050, 5.603], [-2.292, 0.043, 4.441], [-2.440, -0.787, 8.378], [-1.662, 0.548, 7.680], [-3.307, 3.013, 3.955], [-2.698, 2.191, 3.310], [-2.966, 3.477, 5.139], [-4.364, 3.613, 3.409], [-2.051, 3.212, 5.496], [-3.395, 4.391, 5.370], [-4.981, 3.851, 4.197], [-4.831, 2.949, 2.812], [0.659, 2.515, 5.705], [-0.464, 2.428, 6.272], [1.646, 3.264, 6.164], [0.895, 1.900, 4.565], [2.569, 3.079, 5.811], [1.487, 3.850, 6.954], [0.102, 1.318, 4.275], [1.665, 2.055, 3.929], [-1.596, -5.080, 3.953], [-1.910, -5.857, 3.088], [-2.542, -4.406, 4.668], [-0.278, -4.870, 4.383], [-3.516, -4.640, 4.632], [-2.244, -3.655, 5.325], [0.398, -4.989, 3.608], [-0.154, -4.034, 4.942], [-3.263, 2.819, -0.357], [-3.492, 2.735, -1.530], [-3.512, 1.867, 0.548], [-2.837, 4.036, 0.166], [-3.328, 2.035, 1.525], [-4.071, 1.074, 0.349], [-2.588, 4.283, 1.112], [-2.940, 4.715, -0.550], [4.212, 1.422, 5.016], [3.696, 2.378, 4.510], [4.106, 1.124, 6.352], [5.028, 0.515, 4.370], [4.822, 0.659, 6.848], [3.779, 1.934, 6.839], [4.990, 0.507, 3.364], [4.940, -0.438, 4.699], [-2.915, 4.658, -3.906], [-3.503, 4.045, -5.183], [-2.638, 4.403, -6.499], [-1.365, 3.536, -6.591], [-1.711, 2.075, -6.540], [-2.499, 1.652, -5.246], [-3.652, 2.597, -5.167], [-4.608, 2.252, -4.149], [-2.990, 0.215, -5.276], [-1.574, 1.729, -3.959], [-4.867, 4.646, -5.414], [-3.671, 4.510, -3.098], [-2.729, 5.744, -4.071], [-2.010, 4.152, -3.689], [-3.241, 3.989, -7.340], [-2.613, 5.499, -6.624], [-0.699, 3.725, -5.743], [-0.824, 3.795, -7.560], [-0.820, 1.432, -6.502], [-2.321, 1.724, -7.400], [-3.390, 0.011, -4.293], [-3.739, -0.024, -6.047], [-2.201, -0.482, -5.468], [-0.808, 2.547, -3.980], [-2.045, 1.724, -2.934], [-1.037, 0.761, -4.068], [-5.430, 4.427, -4.497], [-5.273, 4.146, -6.285], [-4.715, 5.735, -5.598], [-4.200, 2.382, -3.272], [3.075, 4.936, -5.184], [2.610, 4.056, -3.994], [1.798, 2.868, -4.458], [2.529, 1.771, -5.134], [3.682, 1.253, -4.267], [4.543, 2.477, -3.719], [3.626, 3.474, -3.127], [4.315, 4.516, -2.446], [5.449, 1.994, -2.535], [5.487, 3.034, -4.891], [1.721, 4.996, -3.106], [3.371, 4.388, -6.067], [3.858, 5.654, -4.944], [2.245, 5.548, -5.596], [1.338, 2.547, -3.519], [0.981, 3.185, -5.082], [2.928, 2.114, -6.103], [1.879, 0.942, -5.384], [4.348, 0.652, -4.854], [3.317, 0.708, -3.349], [4.940, 2.098, -1.550], [5.660, 0.921, -2.603], [6.378, 2.544, -2.546], [6.227, 2.261, -5.093], [5.005, 3.164, -5.866], [5.970, 3.962, -4.669], [1.520, 4.518, -2.172], [0.727, 5.078, -3.553], [2.237, 5.983, -2.975], [4.825, 5.010, -3.140], [-8.857, -0.915, 1.452], [-7.399, -0.916, 2.007], [-7.317, -0.876, 3.528], [-5.992, -1.070, 4.134], [-5.436, -2.491, 3.829], [-5.503, -2.701, 2.262], [-6.777, -2.238, 1.718], [-6.717, -2.296, 0.246], [-4.304, -2.021, 1.585], [-5.434, -4.248, 2.051], [-6.654, 0.229, 1.337], [-8.778, -0.968, 0.384], [-9.303, 0.044, 1.697], [-9.559, -1.697, 1.738], [-7.793, 0.045, 3.854], [-7.945, -1.706, 3.898], [-5.928, -0.840, 5.186], [-5.303, -0.281, 3.727], [-6.049, -3.225, 4.391], [-4.372, -2.612, 4.124], [-4.467, -0.949, 1.495], [-3.406, -2.190, 2.145], [-4.240, -2.386, 0.584], [-4.404, -4.490, 2.357], [-6.170, -4.766, 2.687], [-5.671, -4.615, 1.030], [-5.722, 0.526, 1.804], [-7.288, 1.115, 1.346], [-6.449, 0.014, 0.305], [-7.321, -3.022, 0.114], [3.946, -5.072, 0.090], [3.778, -5.189, -1.447], [2.228, -5.254, -1.714], [1.925, -5.022, -3.207], [2.584, -3.736, -3.673], [4.107, -3.764, -3.542], [4.358, -3.920, -2.088], [5.724, -3.877, -1.744], [4.736, -4.835, -4.470], [4.612, -2.368, -3.967], [4.513, -6.480, -1.900], [3.172, -5.731, 0.585], [3.694, -4.106, 0.483], [4.923, -5.507, 0.473], [1.840, -6.194, -1.346], [1.844, -4.392, -1.178], [0.839, -5.028, -3.302], [2.406, -5.854, -3.750], [2.096, -2.898, -3.214], [2.305, -3.562, -4.748], [4.116, -5.704, -4.505], [4.764, -4.466, -5.471], [5.761, -5.026, -4.156], [4.094, -1.579, -3.418], [5.691, -2.347, -3.754], [4.517, -2.249, -5.059], [4.221, -6.833, -2.915], [4.417, -7.265, -1.138], [5.586, -6.377, -2.052], [6.191, -4.651, -2.104], [-0.786, -0.811, 2.083], [0.244, -0.994, 1.009], [-0.410, -1.266, -0.398], [-0.846, -0.020, -1.134], [0.286, 1.059, -1.223], [0.916, 1.321, 0.163], [1.258, 0.035, 0.760], [1.815, 0.389, 2.076], [2.183, 2.099, -0.014], [-0.023, 2.062, 1.035], [0.936, -2.321, 1.262], [-1.229, -1.784, 2.288], [-1.524, -0.063, 1.702], [-0.413, -0.467, 3.036], [0.354, -1.762, -0.970], [-1.182, -2.071, -0.262], [-1.705, 0.462, -0.654], [-1.266, -0.377, -2.057], [-0.058, 2.009, -1.581], [1.121, 0.882, -1.885], [2.422, 2.748, 0.822], [3.001, 1.448, -0.142], [2.197, 2.753, -0.865], [-0.064, 1.721, 2.053], [0.090, 3.138, 1.007], [-1.010, 1.871, 0.619], [0.133, -3.113, 1.197], [1.447, -2.509, 2.233], [1.648, -2.537, 0.454], [2.682, -0.071, 2.095], [1.977, -1.372, 5.041], [1.209, -1.325, 6.382], [0.002, -2.064, 6.122], [2.293, -2.348, 4.746], [2.923, -0.799, 4.937], [1.315, -1.001, 4.276], [0.953, -0.265, 6.701], [1.698, -1.787, 7.222], [-0.597, -1.877, 6.884], [-1.451, -5.228, -1.406], [-2.022, -5.991, -0.222], [-0.970, -6.497, 0.593], [-0.683, -4.497, -1.089], [-2.172, -4.667, -1.992], [-0.974, -5.939, -2.063], [-2.648, -6.742, -0.677], [-2.703, -5.456, 0.427], [-1.147, -6.300, 1.522], [5.746, 3.937, 1.442], [4.651, 4.758, 1.933], [4.798, 5.115, 3.331], [5.667, 3.660, 0.370], [5.779, 3.031, 2.035], [6.694, 4.499, 1.475], [3.736, 4.158, 1.820], [4.545, 5.703, 1.341], [4.536, 4.313, 3.780]]}



{"formula": "CH4KS", "method": "wB97M-V/def2-TZVPD", "lumo_energy_ha": -0.1542, "orbital_gap_ev": 8.82, "total_charge": 1, "largest_force_ev_per_a": 0.830, "spin_multiplicity": 1, "species": ["S", "C", "H", "H", "H", "H", "K"], "xyz": [[0.244, 0.032, -0.782], [-0.118, -0.234, 0.972], [1.191, -0.924, -0.896], [-0.903, 0.490, 1.248], [0.764, -0.057, 1.609], [-0.495, -1.253, 1.168], [-0.684, 1.946, -3.319]]}



{"formula": "C9H17Cl2NOY", "method": "wB97M-V/def2-TZVPD", "lumo_energy_ha": [0.0970, 0.0970], "orbital_gap_ev": [4.00, 4.00], "total_charge": -1, "relative_energy_ev": 1.267, "largest_force_ev_per_a": 3.620, "spin_multiplicity": 1, "species": ["Y", "Cl", "Cl", "C", "H", "H", "C", "C", "H", "C", "H", "C", "H", "H", "C", "H", "H", "C", "H", "H", "H", "H", "C", "C", "N", "O", "H", "H", "H", "H", "H"], "xyz": [[2.664, 0.033, -0.109], [2.702, -2.415, -0.492], [2.669, 1.965, 1.433], [4.775, -0.172, 0.286], [5.477, 0.642, 0.543], [5.386, -1.002, -0.177], [-0.696, 1.409, -1.143], [0.265, 0.618, -1.487], [-0.495, 2.398, -0.724], [0.094, -0.721, -2.168], [1.270, 1.097, -1.653], [-1.192, -0.744, -2.987], [0.969, -0.945, -2.790], [0.060, -1.589, -1.487], [-2.360, -0.262, -2.124], [-1.071, -0.106, -3.865], [-1.381, -1.762, -3.331], [-2.107, 0.998, -1.232], [-3.236, -0.089, -2.764], [-2.609, -1.095, -1.453], [-2.652, 1.856, -1.664], [-2.520, 0.738, -0.242], [-1.406, -0.789, 3.675], [-0.311, -0.278, 2.746], [0.051, 0.988, 3.078], [0.218, -0.895, 1.801], [-2.210, -0.043, 3.796], [-0.980, -0.957, 4.680], [-1.858, -1.723, 3.334], [0.853, 1.429, 2.631], [-0.366, 1.416, 3.889]]}



{"formula": "C3H4N4O", "method": "wB97M-V/def2-TZVPD", "lumo_energy_ha": -0.0119, "orbital_gap_ev": 9.22, "total_charge": 0, "relative_energy_ev": 5.874, "largest_force_ev_per_a": 5.744, "spin_multiplicity": 1, "species": ["H", "N", "C", "N", "C", "N", "C", "O", "N", "H", "H", "H"], "xyz": [[2.093, 1.601, 0.778], [2.059, 1.130, -0.130], [0.792, 0.726, -0.335], [0.396, 0.089, -1.475], [-0.502, -0.813, -1.320], [-0.697, -1.773, -0.097], [-0.775, -1.116, 0.961], [-0.947, 0.256, 1.394], [-0.268, 1.152, 0.498], [-1.293, -1.037, -2.335], [-0.938, -1.655, 1.998], [0.199, 2.070, 1.005]]}